# 1
Molecular formula: C13H17N2O6
Method: DFT, the ωB97M-V functional and the def2-TZVPD basis

Atoms and positions in Å:
C1 6.3404 -1.6075 -0.9737
C2 5.1548 -1.6796 -0.9966
N1 3.7806 -1.8055 -0.7319
C3 3.2470 -3.0683 -0.9374
C4 1.8963 -2.8799 -0.5501
N2 1.7683 -1.5536 -0.1728
C5 2.9281 -0.8723 -0.2793
H1 7.4016 -1.6271 -0.7141
H2 3.7445 -3.9808 -1.2910
H3 1.1110 -3.6462 -0.5298
H4 0.8799 -1.1812 0.1678
H5 3.1468 0.1748 -0.0548
C6 0.5473 3.6703 3.0634
C7 0.5896 2.1658 2.9301
C8 1.6819 1.6699 2.0191
O1 1.1174 0.4536 1.5061
C9 -0.2342 0.6017 1.5426
O2 -0.9877 -0.1391 0.9859
O3 -0.5932 1.6722 2.2720
H6 -0.1861 3.9622 3.8155
H7 1.5192 4.0693 3.3562
H8 0.2372 4.1358 2.1260
H9 0.6502 1.6986 3.9165
H10 2.6128 1.4737 2.5500
H11 1.8863 2.3419 1.1804
C10 -2.3053 -0.8440 -1.5690
C11 -3.5077 0.0589 -1.7207
C12 -4.7792 -0.5273 -1.1637
O4 -5.7798 0.0698 -1.9861
C13 -5.1949 0.3519 -3.1836
O5 -5.7856 0.6543 -4.1658
O6 -3.8389 0.2374 -3.1007
H12 -1.3993 -0.3227 -1.8871
H13 -2.1765 -1.1604 -0.5384
H14 -2.3985 -1.7267 -2.2057
H15 -3.3010 1.0429 -1.2889
H16 -4.9339 -0.2683 -0.1171
H17 -4.8395 -1.6142 -1.2734

Force components x, y, z for each atom (eV/Å):
C 1.35 -0.16 0.65
C -1.63 0.68 0.89
N 3.34 -0.54 -1.38
C -3.90 0.98 1.25
C 2.32 -0.49 -0.71
N -0.31 -0.43 -0.07
C -0.88 -1.84 -0.28
H -0.80 0.13 -0.71
H 0.05 0.97 0.23
H 0.24 0.86 0.10
H 0.25 0.21 -0.05
H -0.15 -0.71 -0.17
C -0.48 0.10 0.05
C 0.20 0.91 0.28
C 0.47 0.06 0.14
O -0.11 0.25 0.03
C -0.71 0.37 0.36
O 0.58 -0.10 0.10
O 0.33 -0.68 -0.37
H 0.10 -0.01 0.02
H 0.00 -0.09 0.02
H 0.15 -0.09 -0.05
H -0.02 -0.12 -0.10
H -0.09 -0.21 -0.04
H -0.16 0.07 0.07
C 0.24 -0.09 -0.48
C 0.58 -0.42 0.17
C -0.24 0.02 0.39
O 0.27 -0.01 -0.22
C -0.28 0.13 -0.33
O 0.11 -0.01 0.13
O -0.37 0.07 0.15
H -0.01 0.01 0.08
H -0.13 0.05 -0.03
H -0.20 0.04 0.02
H -0.10 -0.01 0.01
H -0.16 0.07 -0.10
H 0.15 0.02 -0.05

The total charge is +1. The HOMO energy is -12.47 eV. The value obtained for the frontier orbital gap is 8.80 eV.

Here are the Mulliken charges for atoms 1 to 6, given in e: 0.211 -0.584 0.034 -0.138 -0.429 0.152

=====

# 2
Molecular formula: C5H34NO14
Method: DFT, the ωB97M-V functional and the def2-TZVPD basis

Atoms and positions in Å:
C1 -0.2271 -3.9570 0.2842
C2 0.0500 -2.8157 1.2518
N1 0.3765 -1.5132 0.6723
C3 1.7852 -1.3330 0.3943
C4 -0.1991 -0.3816 1.3887
C5 -0.9113 0.5869 0.3979
O1 -2.0775 0.3708 -0.0214
O2 -0.3297 1.6616 0.1899
H1 -1.0588 -4.5884 0.6144
H2 -0.5325 -3.7126 -0.7310
H3 0.5532 -4.7232 0.2535
H4 0.8526 -3.1475 1.9272
H5 -0.7379 -2.8081 2.0029
H6 1.7880 -0.9984 -0.6534
H7 2.4004 -0.7012 1.0240
H8 2.3947 -2.2322 0.2931
H9 -0.9744 -0.7830 2.0371
H10 0.5612 0.2481 1.8485
H11 -1.9003 -2.1613 -0.2779
H12 -2.8294 -1.2992 0.5351
O3 -2.7476 -2.2011 0.1756
H13 -1.6970 -1.5344 -3.6830
H14 -1.2149 -0.1543 -4.2968
O4 -0.9230 -0.9752 -3.8938
H15 0.4880 0.7171 -2.3375
H16 1.3572 -0.4433 -2.8423
O5 1.4001 0.4529 -2.4931
H17 -0.6953 2.8830 -1.2216
H18 0.3069 3.9740 -1.5798
O6 -0.5965 3.7056 -1.7158
H19 4.2304 0.7662 -2.4786
H20 4.5743 -0.0637 -1.1780
O7 4.5481 -0.0694 -2.1370
H21 3.3794 0.6968 0.8081
H22 4.3430 1.5610 1.6184
O8 4.0539 0.6541 1.4990
H23 -3.5547 0.7527 3.2183
H24 -3.1273 0.6073 1.7760
O9 -2.7700 0.6358 2.6716
H25 -4.3448 2.2525 -0.7935
H26 -3.3031 1.3690 -0.0265
O10 -4.1444 1.8681 0.0626
H27 -3.1320 -0.6075 -2.6946
H28 -3.1482 -1.7530 -1.6391
O11 -3.1877 -1.5560 -2.5826
H29 0.2196 2.4453 3.9933
H30 -0.8832 1.3901 3.8167
O12 -0.3792 1.8704 4.4810
H31 2.6338 1.2450 -1.5142
H32 2.1230 2.0324 -0.2880
O13 2.9372 1.7819 -0.7718
H33 1.5730 4.0678 0.6583
H34 0.9948 2.6729 0.8431
O14 1.7025 3.2443 1.1142

Force components x, y, z for each atom (eV/Å):
C -0.30 -1.56 -0.31
C -0.57 -1.70 0.61
N 1.48 0.36 3.88
C 0.74 -0.72 -2.73
C -0.57 -0.96 -0.99
C -1.71 2.45 -0.83
O 1.41 -1.69 0.50
O 1.00 -0.64 0.00
H -0.19 0.57 0.38
H 0.38 0.43 -0.08
H 0.43 0.60 -0.31
H 0.59 0.53 -0.57
H -0.61 0.90 -0.62
H 0.38 0.78 0.16
H -0.88 0.43 0.43
H -0.78 -0.62 0.34
H 0.11 0.36 0.23
H 0.04 -0.36 0.15
H -0.01 0.00 -0.04
H -0.02 -0.11 -0.35
O -0.08 -0.21 0.25
H 0.13 0.54 -0.03
H -0.24 -0.15 -0.12
O 0.57 -0.28 0.09
H -0.14 0.00 -0.14
H -0.19 0.04 -0.33
O 0.00 -0.26 0.00
H 0.00 0.02 0.32
H 0.47 0.10 -0.01
O -0.48 -0.01 -0.39
H 0.13 0.26 0.41
H -0.03 0.66 0.04
O 0.18 -1.03 -0.54
H 0.48 0.85 -0.29
H -0.09 0.18 -0.11
O -0.08 -0.79 0.35
H 0.13 0.09 0.14
H 0.03 0.25 -0.03
O -0.16 -0.27 0.18
H 0.09 0.00 0.00
H -0.46 0.62 -0.46
O -0.17 -0.10 0.30
H -0.12 0.28 0.42
H -0.26 0.18 0.27
O -0.18 -0.51 -0.58
H -0.06 0.03 -0.05
H -0.26 0.15 -0.11
O 0.20 -0.14 0.05
H -0.39 -0.05 -0.05
H 0.87 0.14 -0.50
O -0.33 0.03 0.44
H -0.13 0.56 -0.21
H -1.31 -0.37 -0.04
O 0.94 0.14 0.87

As for the spin multiplicity: 2. Its energy relative to the best compared isomer or geometry (same formula, charge and spin) is 0.00 kJ/mol. The total charge is 0. The HOMO energy (spin up / spin down) is -10.90 / -10.89 eV. The value obtained for the frontier orbital gap (spin up / spin down) is 10.87 / 6.12 eV.

Here are the Mulliken charges for atoms 1 to 6, given in e: -1.299 -0.524 0.626 -0.790 -0.892 0.823

=====

# 3
Molecular formula: C23H49N2O2P3W
Method: DFT, the ωB97M-V functional and the def2-TZVPD basis

Atoms and positions in Å:
W1 0.6176 0.1433 -1.7389
P1 -1.3484 -1.2409 -0.8764
P2 1.6600 0.0863 0.5079
P3 1.7544 -1.6744 -2.8173
H1 1.8188 2.4594 -1.0242
C1 1.6845 1.8099 -1.8898
C2 0.5902 2.3580 -2.8085
H2 0.3537 3.4018 -2.5033
C3 -2.6006 -0.3780 0.1296
C4 -0.9773 -2.6707 0.2200
C5 -2.3240 -2.0966 -2.1609
C6 3.1677 1.0945 0.7782
C7 0.5063 0.7344 1.7820
C8 2.2052 -1.5094 1.2050
C9 1.3066 -2.0932 -4.5371
C10 1.7310 -3.3307 -2.0614
C11 3.5496 -1.3107 -2.8712
H3 2.6546 1.6917 -2.3743
H4 0.9515 2.4514 -3.8476
H5 -2.3821 0.6877 0.2650
H6 -2.6527 -0.8502 1.1210
H7 -3.5715 -0.4671 -0.3752
H8 -0.8789 -2.3373 1.2611
H9 -0.0718 -3.2079 -0.0867
H10 -1.8315 -3.3609 0.1513
H11 -3.1306 -1.4460 -2.5251
H12 -2.7636 -2.9930 -1.6998
H13 -1.6885 -2.3997 -3.0026
H14 3.5712 0.8757 1.7791
H15 2.9508 2.1696 0.7241
H16 3.9348 0.8548 0.0289
H17 1.0696 1.3172 2.5286
H18 -0.0051 -0.0889 2.3006
H19 -0.2645 1.3913 1.3549
H20 2.7546 -1.3103 2.1373
H21 2.8820 -2.0302 0.5161
H22 1.3566 -2.1630 1.4364
H23 1.8048 -3.0311 -4.8240
H24 1.6300 -1.2866 -5.2079
H25 0.2189 -2.2139 -4.6303
H26 2.3746 -3.9789 -2.6747
H27 0.7159 -3.7468 -2.0646
H28 2.1191 -3.3235 -1.0359
H29 4.0447 -2.0878 -3.4707
H30 3.9780 -1.3012 -1.8589
H31 3.7287 -0.3320 -3.3346
C12 -3.4496 1.0351 -3.2331
C13 -3.0812 2.1902 -2.3247
C14 -1.7317 1.9172 -1.8076
C15 -0.7157 1.5668 -2.7801
C16 -1.1532 0.9091 -4.0157
C17 -2.4752 0.6658 -4.2321
O1 -4.5087 0.4635 -2.9362
H32 -3.9553 2.1661 -1.6488
H33 -3.0922 3.1334 -2.9037
H34 -1.4373 2.4054 -0.8723
H35 1.3988 0.2295 -3.2313
H36 -0.3851 0.7553 -4.7827
H37 -2.8375 0.1356 -5.1167
C18 -3.9564 3.2809 3.0163
N1 -2.5866 3.6963 3.1597
C19 -2.2044 4.4754 4.3112
C20 -0.7109 4.3606 4.4846
C21 0.0071 4.8205 3.2410
N2 -0.6097 4.2796 2.0528
C22 0.1298 4.3858 0.8188
C23 -1.8258 3.6386 2.0240
O2 -2.2338 3.0226 1.0173
H38 -4.5217 3.9606 2.3603
H39 -4.4270 3.2671 4.0036
H40 -4.0019 2.2792 2.5747
H41 -2.4899 5.5346 4.1896
H42 -2.7419 4.0689 5.1723
H43 -0.4425 3.3206 4.7007
H44 -0.3919 4.9710 5.3312
H45 1.0611 4.5088 3.2668
H46 -0.0046 5.9218 3.1801
H47 -0.5560 4.4503 -0.0324
H48 0.7595 5.2843 0.8467
H49 0.7891 3.5134 0.6618

Force components x, y, z for each atom (eV/Å):
W -2.89 -0.48 -1.79
P -0.75 -1.85 1.47
P 1.59 -0.32 1.66
P 1.70 -1.92 -0.51
H -0.04 0.07 -0.10
C 2.72 2.07 1.04
C 0.71 1.22 -0.17
H 0.09 -0.77 0.08
C -0.18 0.50 0.14
C 0.24 -0.12 0.06
C 0.09 0.18 -0.65
C 0.03 0.17 -0.30
C -0.48 0.18 -0.05
C -0.09 -0.32 -0.03
C -0.40 0.64 -0.02
C -0.22 -0.04 0.34
C -0.12 0.32 0.02
H -0.01 0.37 0.09
H -0.26 -0.48 0.39
H -0.12 -0.20 0.08
H -0.05 0.11 -0.34
H 0.15 0.01 0.18
H 0.04 -0.13 -0.26
H -0.31 0.11 0.14
H 0.27 0.22 0.17
H 0.25 -0.25 0.01
H 0.10 0.31 -0.15
H -0.26 -0.03 0.13
H -0.21 -0.02 -0.32
H 0.08 -0.29 -0.01
H -0.17 0.06 0.20
H -0.03 -0.29 -0.29
H 0.17 0.15 -0.21
H 0.12 -0.11 0.05
H -0.18 0.00 -0.26
H -0.10 0.18 0.19
H 0.24 0.14 -0.10
H -0.11 0.29 0.20
H -0.07 -0.21 0.07
H 0.26 -0.07 -0.07
H -0.15 0.18 0.17
H 0.24 0.01 -0.05
H -0.10 -0.06 -0.25
H -0.11 0.16 0.18
H -0.11 -0.08 -0.27
H 0.02 -0.27 0.03
C -3.02 -0.27 1.85
C -1.12 -1.69 0.38
C 2.26 2.11 -1.94
C -3.24 0.16 1.11
C -0.81 0.37 -0.56
C 1.04 -0.96 -1.33
O 2.46 0.46 -1.53
H 0.81 0.61 0.28
H 0.33 -0.04 0.16
H -0.02 -0.22 -0.08
H 0.07 -0.27 0.06
H -0.47 -0.21 0.16
H 0.20 0.18 0.13
C -0.62 -0.70 0.67
N -1.32 1.05 0.27
C 0.47 -0.16 0.71
C 0.38 -0.18 0.35
C 0.33 0.66 0.63
N -1.03 -0.71 -0.04
C 0.22 0.23 -0.68
C 1.40 -0.83 -2.52
O 0.59 0.76 1.22
H 0.27 0.02 -0.04
H 0.09 0.08 -0.23
H 0.05 0.25 -0.05
H -0.28 -0.18 -0.21
H -0.02 0.20 -0.08
H -0.07 0.09 0.10
H -0.02 -0.10 -0.02
H -0.23 0.11 -0.10
H 0.04 -0.19 -0.13
H 0.08 0.07 0.25
H -0.18 -0.23 0.06
H -0.21 0.18 0.24

As for the spin multiplicity: 3. Its energy relative to the best compared isomer or geometry (same formula, charge and spin) is 0.00 kJ/mol. The total charge is +4. The HOMO energy (spin up / spin down) is -19.63 / -20.14 eV. The value obtained for the frontier orbital gap (spin up / spin down) is 5.83 / 5.62 eV.

Here are the Mulliken charges for atoms 1 to 6, given in e: 0.763 0.858 0.577 0.902 0.339 -0.376